C3H4N2O3 in the gas phase. Source: the OMol25 dataset; level of theory: ωB97M-V/def2-TZVPD.

Computed properties:
Maximum force, eV/Å: 4.614
Calculated total energy, eV: -12294.4419
Relative energy (zero: lowest compared OMol25 entry of this formula, charge and spin), kJ/mol: 439.3
2S+1: 1
SMILES: [H]/N=c1\oc(O)cn1O
Highest occupied orbital energy, eV: -8.16

Last columns: bonded neighbours and bond lengths (Å).
Element x y z (Å)
1 H -2.783 0.300 1.080  N2 0.990
2 N -2.051 0.817 0.659  H1 0.990, C3 1.231
3 C -1.063 0.265 0.173  N2 1.231, O4 1.418, N8 1.439
4 O -0.695 -1.100 0.277  C3 1.418, C5 1.326
5 C 0.593 -1.109 -0.038  O4 1.326, O6 1.364, C7 1.376
6 O 1.360 -2.192 0.276  C5 1.364, H10 1.058
7 C 1.101 0.003 -0.671  C5 1.376, N8 1.509, H11 1.147
8 N -0.045 0.978 -0.551  C3 1.439, C7 1.509, O9 1.461
9 O 0.556 2.227 -0.091  N8 1.461, H12 1.034
10 H 2.030 -2.257 -0.540  O6 1.058
11 H 2.024 0.067 -1.348  C7 1.147
12 H -0.155 2.896 -0.431  O9 1.034

Table of natural (NBO) atomic charges, one value per atom, all in e: 0.3754, -0.6958, 0.6517, -0.4573, 0.5664, -0.6585, -0.2725, -0.1936, -0.5380, 0.4986, 0.2399, 0.4836